No. 1
The following is a DFT calculation (wB97M-V/def2-TZVPD) of C55H37Cl4EuFN8Si as an isolated structure in a non-equilibrium geometry.

Geometry (Å):
Eu 0.28 -0.10 -0.32
Cl -7.00 -5.09 -3.50
C -5.92 -3.90 -2.85
C -6.07 -2.58 -3.28
C -5.23 -1.57 -2.73
C -4.30 -1.85 -1.79
C -4.20 -3.15 -1.31
C -5.04 -4.18 -1.82
C -3.29 -0.77 -1.40
C -3.08 -0.64 0.04
C -4.07 -0.88 1.00
C -3.66 -0.23 2.15
C -2.37 0.26 1.88
C -1.46 0.91 2.88
C -2.05 0.89 4.35
C -1.81 -0.18 5.08
C -2.34 -0.38 6.33
C -3.03 0.68 6.91
Cl -3.60 0.49 8.50
C -3.13 1.92 6.24
C -2.64 2.06 4.97
C -0.34 1.58 2.57
N 0.24 1.67 1.32
C 1.34 2.54 1.67
C 2.41 2.81 0.67
C 3.79 3.25 1.14
C 4.82 2.44 0.66
C 6.14 2.81 0.86
C 6.42 4.06 1.44
Cl 8.04 4.69 1.67
C 5.38 4.87 1.90
C 4.03 4.45 1.79
C 2.22 2.51 -0.60
C 3.15 2.94 -1.71
C 2.59 2.59 -2.90
C 1.43 1.89 -2.62
N 1.20 1.78 -1.26
C 0.57 1.35 -3.63
C -0.64 0.53 -3.34
C -1.50 0.03 -4.40
C -2.57 -0.58 -3.88
C -2.38 -0.45 -2.42
N -1.19 0.21 -2.17
C 0.87 1.49 -5.08
C -0.11 2.13 -5.85
C 0.10 2.36 -7.24
C 1.22 1.85 -7.81
Cl 1.53 2.21 -9.45
C 2.10 1.14 -7.04
C 1.94 0.90 -5.73
C 1.40 2.96 2.97
C 0.37 2.43 3.61
N -2.00 -0.03 0.59
H -6.93 -2.22 -3.87
H -5.43 -0.53 -2.90
H -3.46 -3.39 -0.59
H -4.81 -5.18 -1.44
H -5.06 -1.36 0.85
H -4.19 -0.13 3.11
H -1.23 -1.08 4.58
H -2.11 -1.23 6.99
H -3.47 2.74 6.81
H -2.75 3.00 4.41
H 4.51 1.41 0.32
H 6.99 2.20 0.64
H 5.51 5.84 2.40
H 3.30 5.17 2.15
H 4.11 3.41 -1.65
H 2.87 2.86 -3.87
H -1.07 -0.15 -5.39
H -3.45 -1.08 -4.26
H -0.95 2.62 -5.35
H -0.57 2.97 -7.78
H 2.99 0.82 -7.56
H 2.66 0.39 -5.07
H 2.20 3.51 3.38
H 0.02 2.63 4.66
C -1.55 -3.47 2.28
Si -0.04 -3.31 1.18
C -0.49 -3.40 -0.67
C 1.24 -4.67 1.26
N 0.71 -1.76 1.33
C 1.53 -1.30 2.31
C 1.56 -1.79 3.67
C 2.38 -1.32 4.65
C 3.27 -0.30 4.33
C 3.25 0.16 3.02
C 2.44 -0.33 2.06
F 2.64 0.09 0.78
H -2.28 -4.23 1.98
H -2.12 -2.55 2.36
H -1.35 -3.71 3.33
H -1.31 -4.08 -0.68
H 0.21 -3.67 -1.37
H -0.97 -2.47 -1.12
H 2.19 -4.17 1.35
H 1.29 -5.36 0.44
H 1.28 -5.25 2.16
H 0.86 -2.61 3.89
H 2.34 -1.77 5.66
H 3.77 0.21 5.14
H 3.96 0.96 2.74
N 0.36 -2.64 -5.81
C 1.18 -2.40 -5.03
N 2.10 -2.12 -4.11
C 1.81 -1.72 -2.92
N 1.52 -1.30 -1.83

Properties
- Multiplicity: 7
- Highest occupied orbital energy (spin up / spin down): -4.76 / -4.77 eV
- Net charge: -1
- HOMO-LUMO gap (spin up / spin down): 5.60 / 5.60 eV

***

No. 2
The following is a DFT calculation (wB97M-V/def2-TZVPD) of C3H8BEuNO3 as an isolated structure in a non-equilibrium geometry.

Geometry (Å):
C 2.52 0.28 0.42
C 1.11 0.73 -0.20
B 0.02 -0.43 -0.28
O -0.12 -1.42 -1.33
N -1.03 -0.46 0.87
C -2.27 0.29 0.50
O -3.42 -0.20 0.91
O -2.32 1.48 -0.18
H 2.46 -0.50 1.22
H 2.98 1.20 0.88
H 3.21 -0.02 -0.43
H 0.69 1.54 0.47
H 1.20 1.17 -1.24
H 0.77 -1.68 -1.67
H -1.24 -1.46 1.13
H -2.11 1.37 -1.13
Eu -2.45 -1.90 0.05

Properties
- Multiplicity: 8
- Highest occupied orbital energy (spin up / spin down): -18.54 / -18.55 eV
- Net charge: +2
- HOMO-LUMO gap (spin up / spin down): 8.54 / 8.66 eV

***

No. 3
The following is a DFT calculation (wB97M-V/def2-TZVPD) of C28H56Br2F2N4O11 as an isolated structure.

Geometry (Å):
C -5.46 -0.45 -1.41
C -5.19 0.67 -2.42
C -5.88 0.39 -3.77
Br -4.56 0.17 -5.17
C -6.98 1.44 -4.14
Br -6.44 2.60 -5.65
O -7.23 2.34 -3.08
C -8.43 2.96 -3.39
O -8.74 4.04 -3.00
O -9.16 2.15 -4.16
C -8.43 0.91 -4.35
C -8.82 -0.04 -3.20
C -10.20 0.21 -2.59
N -8.81 0.42 -5.69
C -10.05 -0.29 -5.69
O -10.24 -1.44 -5.54
F -11.05 0.57 -5.91
C -7.81 -0.32 -6.40
O -7.37 -1.38 -6.10
F -7.52 0.29 -7.54
H -5.04 -0.21 -0.44
H -6.53 -0.65 -1.33
H -5.02 -1.37 -1.80
H -4.12 0.67 -2.61
H -5.44 1.65 -2.03
H -6.37 -0.58 -3.74
H -8.08 0.04 -2.41
H -8.78 -1.07 -3.55
H -10.20 1.10 -1.97
H -10.99 0.31 -3.33
H -10.46 -0.63 -1.95
C -0.12 -1.81 3.07
O 0.29 -0.48 2.84
C 1.32 -0.35 1.86
C 0.81 0.35 0.62
N -0.13 -0.48 -0.11
C -0.83 0.20 -1.20
C -1.74 1.37 -0.86
O -2.90 1.01 -0.13
C -2.74 0.93 1.28
H -0.80 -1.80 3.92
H -0.64 -2.25 2.21
H 0.74 -2.45 3.31
H 1.75 -1.32 1.62
H 2.11 0.26 2.31
H 1.66 0.58 -0.03
H 0.37 1.31 0.94
H -0.82 -0.85 0.54
H -1.43 -0.55 -1.72
H -0.08 0.55 -1.92
H -2.10 1.78 -1.80
H -1.21 2.18 -0.34
H -1.99 1.65 1.64
H -2.45 -0.07 1.61
H -3.70 1.17 1.73
C 4.05 3.93 -3.38
O 5.37 3.50 -3.10
C 5.99 4.16 -2.01
C 6.20 3.21 -0.85
N 4.94 2.84 -0.24
C 5.02 1.77 0.75
C 5.49 0.39 0.29
O 4.58 -0.27 -0.57
C 4.69 0.05 -1.95
H 3.74 3.46 -4.31
H 3.35 3.65 -2.59
H 4.01 5.02 -3.51
H 5.41 5.03 -1.70
H 6.97 4.51 -2.36
H 6.82 3.71 -0.10
H 6.77 2.35 -1.23
H 4.29 2.56 -0.97
H 4.03 1.65 1.18
H 5.68 2.10 1.56
H 5.56 -0.23 1.17
H 6.49 0.42 -0.16
H 5.72 0.27 -2.23
H 4.06 0.89 -2.23
H 4.36 -0.83 -2.51
C 5.14 -3.48 7.99
O 6.17 -2.86 7.24
C 6.97 -3.76 6.49
C 6.76 -3.56 5.00
N 5.43 -3.98 4.60
C 5.07 -3.63 3.23
C 4.98 -2.15 2.87
O 3.92 -1.45 3.48
C 4.16 -0.95 4.79
H 4.70 -2.71 8.62
H 4.35 -3.89 7.34
H 5.53 -4.28 8.62
H 6.76 -4.80 6.77
H 8.02 -3.55 6.73
H 7.50 -4.15 4.46
H 6.96 -2.50 4.79
H 4.75 -3.58 5.23
H 4.09 -4.07 3.02
H 5.78 -4.10 2.55
H 4.78 -2.09 1.79
H 5.93 -1.62 3.04
H 5.22 -0.69 4.93
H 3.86 -1.67 5.56
H 3.56 -0.05 4.91

Properties
- Multiplicity: 1
- Highest occupied orbital energy: -8.67 eV
- HOMO-LUMO gap: 8.77 eV

***

No. 4
The following is a DFT calculation (wB97M-V/def2-TZVPD) of one molecule with the formula C3H10N4S in a non-equilibrium geometry.

Geometry (Å):
C 1.44 0.42 -0.56
C 0.78 1.61 0.10
C 0.99 -0.90 0.05
N -0.63 1.58 -0.08
N -0.32 -1.14 -0.53
N -1.11 0.38 0.42
N -0.80 -2.29 0.02
S -2.75 0.05 -0.09
H 1.35 0.55 -1.72
H 2.52 0.40 -0.30
H 0.88 1.42 1.17
H 1.17 2.67 0.04
H 1.79 -1.63 -0.24
H 0.87 -0.81 1.09
H -0.88 1.73 -1.09
H -0.61 -2.50 1.05
H -1.78 -2.28 -0.37
H -2.92 0.74 1.02

Properties
- Multiplicity: 3
- Highest occupied orbital energy (spin up / spin down): -5.76 / -8.89 eV
- HOMO-LUMO gap (spin up / spin down): 6.72 / 8.31 eV

***

No. 5
The following is a DFT calculation (wB97M-V/def2-TZVPD) of a 2-piece molecular cluster, C5H15NO overall in a non-equilibrium geometry.

Geometry (Å):
C -1.33 -1.24 -0.35
C -0.04 -0.55 -0.43
C -0.02 0.68 0.69
C 1.23 1.60 0.57
C -0.14 0.19 2.16
N 1.05 -1.49 -0.44
H -2.22 -0.55 -0.54
H -1.41 -1.94 -1.31
H -1.50 -1.84 0.55
H 0.02 0.02 -1.35
H -0.93 1.25 0.41
H 1.62 1.66 -0.49
H 2.04 1.14 1.14
H 1.13 2.59 0.97
H -1.23 -0.24 2.14
H 0.62 -0.59 2.43
H -0.14 0.94 2.98
H 1.84 -0.81 -0.39
H 1.07 -2.10 0.35
H -0.32 -0.10 -3.63
H -0.57 0.67 -2.28
O -0.74 0.71 -3.19

Properties
- Multiplicity: 2
- Highest occupied orbital energy (spin up / spin down): -15.35 / -15.33 eV
- Net charge: +1
- HOMO-LUMO gap (spin up / spin down): 12.17 / 6.24 eV

***

No. 6
The following is a DFT calculation (wB97M-V/def2-TZVPD) of a 2-piece molecular cluster, C23H51BN4O3PS2 overall in a non-equilibrium geometry.

Geometry (Å):
C -0.95 5.50 -2.20
C -0.33 4.51 -3.37
C -1.09 3.06 -3.48
C -0.40 1.90 -2.54
C 1.08 1.57 -3.27
C -1.19 0.49 -2.42
C -1.04 -0.25 -3.91
B -2.26 -1.33 -4.21
O -3.59 -0.93 -4.70
O -2.02 -2.80 -4.02
N -2.68 0.69 -2.22
C -2.93 1.18 -0.81
N -3.29 2.47 -0.54
N -2.69 0.13 0.30
C -1.96 -1.08 -0.34
P -1.44 -2.39 0.97
C -2.59 -3.91 0.98
C -3.98 -3.73 1.83
C -1.14 -1.64 2.69
C -2.42 -0.88 3.37
C -0.69 -0.57 -1.30
C 0.54 -0.17 -0.33
C 1.66 -1.41 -0.29
C 2.04 -1.66 1.31
S 3.84 -2.06 1.62
C 3.99 -1.99 3.53
S 5.52 -2.41 4.22
N 2.76 -1.60 4.32
C 2.60 -2.39 5.59
C 2.31 -3.97 5.15
C 2.66 -0.10 4.54
C 3.37 0.44 5.92
H -0.61 5.20 -1.10
H -2.14 5.54 -2.27
H -0.59 6.62 -2.35
H -0.38 5.01 -4.44
H 0.82 4.38 -3.13
H -1.19 2.77 -4.62
H -2.19 3.23 -3.05
H -0.25 2.32 -1.44
H 1.49 0.53 -2.93
H 1.83 2.38 -2.81
H 1.02 1.73 -4.43
H -1.05 0.52 -4.80
H -0.03 -0.89 -3.96
H -4.24 -1.18 -3.97
H -1.79 -3.23 -4.90
H -3.14 1.26 -2.95
H -2.53 3.10 -0.14
H -4.23 2.91 -0.72
H -3.67 -0.21 0.51
H -2.80 -1.63 -0.98
H -1.98 -4.80 1.46
H -2.77 -4.21 -0.16
H -4.72 -4.57 1.43
H -4.40 -2.65 1.62
H -3.73 -3.92 2.97
H -0.86 -2.54 3.42
H -0.22 -0.90 2.76
H -2.39 0.25 2.96
H -3.47 -1.29 3.07
H -2.30 -0.77 4.55
H -0.36 -1.56 -1.88
H 1.17 0.78 -0.60
H 0.10 0.04 0.76
H 1.23 -2.43 -0.67
H 2.62 -1.08 -0.87
H 1.79 -0.69 1.93
H 1.39 -2.60 1.67
H 3.52 -2.35 6.32
H 1.62 -2.02 6.15
H 2.04 -4.56 6.14
H 1.44 -4.04 4.35
H 3.25 -4.46 4.63
H 3.16 0.43 3.60
H 1.52 0.26 4.53
H 3.89 1.47 5.64
H 4.22 -0.25 6.34
H 2.50 0.65 6.69
C 4.32 3.82 -5.08
O 3.01 3.36 -4.79
H 5.02 3.34 -4.38
H 4.58 3.54 -6.10
H 4.37 4.90 -4.96
H 2.41 3.80 -5.42

Properties
- Multiplicity: 1
- Highest occupied orbital energy: -10.23 eV
- Net charge: +1
- HOMO-LUMO gap: 5.07 eV

***

No. 7
The following is a DFT calculation (wB97M-V/def2-TZVPD) of a 2-piece molecular cluster, C2H9N3O overall in a non-equilibrium geometry.

Geometry (Å):
H 1.29 -0.52 0.80
N 0.23 -0.85 0.82
C -0.63 -0.14 0.25
C -2.04 -0.57 -0.15
N -0.30 1.12 -0.28
N 0.92 1.81 0.13
H -2.75 0.21 0.15
H -2.25 -0.73 -1.22
H -2.42 -1.49 0.25
H -1.02 1.73 -0.67
H 0.90 2.15 1.09
H 1.73 1.03 0.03
O 2.09 -0.90 -0.39
H 1.45 -1.51 -0.66
H 2.81 -1.36 -0.16

Properties
- Multiplicity: 1
- Highest occupied orbital energy: -8.53 eV
- HOMO-LUMO gap: 9.32 eV

***

No. 8
The following is a DFT calculation (wB97M-V/def2-TZVPD) of one molecule with the formula C5H12N2 in a non-equilibrium geometry.

Geometry (Å):
C -2.37 -2.71 -0.20
N -0.94 -2.19 -0.01
C -0.80 -0.85 0.48
C 0.36 -0.07 0.34
C 0.65 1.26 0.82
C 1.17 2.33 -0.18
N 2.31 1.86 -1.02
H -2.15 -3.81 -0.52
H -2.88 -2.72 0.85
H -3.05 -2.08 -0.77
H -0.09 -2.74 -0.43
H -1.68 -0.43 0.95
H 0.88 -0.48 -0.55
H 1.30 1.22 1.69
H -0.25 1.69 1.37
H 0.50 2.83 -0.90
H 1.50 3.09 0.42
H 2.94 1.17 -0.84
H 2.60 2.64 -1.49

Properties
- Multiplicity: 1
- Highest occupied orbital energy: -7.38 eV
- HOMO-LUMO gap: 8.54 eV

***

No. 9
The following is a DFT calculation (wB97M-V/def2-TZVPD) of a 3-piece molecular cluster, C8H10N2O3 overall in a non-equilibrium geometry.

Geometry (Å):
C -2.17 2.39 0.60
C -1.54 2.72 -0.60
C -1.73 1.17 1.25
C -0.57 1.86 -1.17
C -0.72 0.40 0.68
C -0.16 0.72 -0.52
C 2.43 1.46 1.18
C 1.06 -0.13 -2.31
N 1.73 -1.19 -2.61
N 2.62 -2.31 0.42
O 1.91 1.20 2.18
O 2.90 1.89 0.22
O 0.75 -0.13 -0.99
H -3.08 2.92 1.06
H -1.81 3.62 -1.09
H -2.03 0.83 2.24
H -0.17 2.21 -2.11
H -0.39 -0.53 1.11
H 1.97 -1.51 -3.53
H 1.95 -1.83 -1.83
H 1.66 -1.91 0.28
H 3.24 -1.74 1.01
H 2.22 -3.16 0.96

Properties
- Multiplicity: 1
- Highest occupied orbital energy: -8.56 eV
- HOMO-LUMO gap: 9.17 eV

***

No. 10
The following is a DFT calculation (wB97M-V/def2-TZVPD) of one molecule with the formula C5H2N2O in a non-equilibrium geometry.

Geometry (Å):
C 1.30 -1.13 -0.17
C 0.42 -0.14 -0.23
C 0.90 1.19 -0.06
N 1.47 2.24 0.40
C -1.03 -0.29 0.14
O -1.59 -1.31 0.42
C -1.81 0.89 0.00
N -2.83 1.60 -0.20
H 2.33 -0.94 -0.19
H 0.84 -2.12 -0.12

Properties
- Multiplicity: 1
- Highest occupied orbital energy: -11.12 eV
- HOMO-LUMO gap: 9.13 eV

***

No. 11
The following is a DFT calculation (wB97M-V/def2-TZVPD) of one molecule with the formula Cl3H3Si2 in a non-equilibrium geometry.

Geometry (Å):
Cl 1.08 -2.01 1.30
Si 0.63 0.50 1.06
Si -0.64 -0.07 -0.85
Cl -0.15 0.98 -2.66
Cl -2.66 0.18 -0.50
H 0.10 1.07 2.35
H 2.03 0.68 0.66
H -0.41 -1.32 -1.35

Properties
- Multiplicity: 1
- Highest occupied orbital energy: -10.58 eV
- HOMO-LUMO gap: 9.36 eV

***

No. 12
The following is a DFT calculation (wB97M-V/def2-TZVPD) of C8H23NO5Ti as an isolated structure in a non-equilibrium geometry.

Geometry (Å):
Ti -0.50 0.78 -0.42
C -1.07 -2.70 -0.51
O -0.20 -1.55 -0.71
C 1.21 -1.93 -1.08
C 2.05 -0.81 -1.64
N 2.04 0.42 -0.82
C 3.00 0.50 0.26
C 2.69 -0.37 1.46
O 1.37 -0.10 1.85
C 0.64 -1.05 2.76
H -1.78 -2.18 0.13
H -0.51 -3.55 -0.13
H -1.45 -3.03 -1.48
H 1.09 -2.73 -1.81
H 1.83 -2.33 -0.28
H 1.62 -0.56 -2.61
H 3.09 -1.00 -1.93
H 2.31 1.21 -1.39
H 2.75 1.47 0.69
H 4.04 0.55 -0.07
H 3.33 -0.26 2.34
H 2.96 -1.43 1.42
H 0.30 -1.93 2.22
H -0.32 -0.65 3.09
H 1.19 -1.21 3.69
C -3.70 1.21 -0.36
C -2.99 2.30 0.48
O -2.00 1.73 1.25
O -2.78 0.67 -1.30
H -4.44 1.66 -1.02
H -4.12 0.35 0.17
H -3.76 2.54 1.21
H -2.78 3.11 -0.22
H -2.36 1.32 2.04
H -3.23 0.28 -2.05
O 0.07 2.81 -1.48
H 0.83 3.39 -1.48
H -0.43 3.07 -2.26

Properties
- Multiplicity: 5
- Highest occupied orbital energy (spin up / spin down): -11.00 / -16.59 eV
- Net charge: +2
- HOMO-LUMO gap (spin up / spin down): 5.75 / 4.92 eV